1.
C32H54GdN2O3P2 as an isolated structure. Source: OMol25; level of theory: wB97M-V/def2-TZVPD.

Last column: Löwdin spin population.
Cartesian coordinates (Å):
Gd  -0.0982  1.7765  -3.1701  3.78
C  -0.1468  -2.9820  1.9083  0.34
C  1.1967  -2.8419  1.4305  0.32
C  0.9995  -1.6131  3.3661  0.30
C  -0.2404  -2.2752  3.1358  0.31
C  1.8891  -1.9686  2.3201  0.31
C  -1.2611  -3.7315  1.2968  0.04
H  -1.0933  -3.9320  0.2265  0.00
H  -2.2063  -3.1763  1.4038  0.01
H  -1.3880  -4.7043  1.7992  0.02
C  -1.4270  -2.2082  3.9888  0.05
H  -2.0795  -3.0744  3.8356  0.00
H  -2.0211  -1.3098  3.7576  0.02
H  -1.1536  -2.1533  5.0490  0.01
C  1.2926  -0.6953  4.4756  0.04
H  0.9260  -1.0945  5.4312  0.01
H  0.8098  0.2800  4.3143  0.02
H  2.3734  -0.5230  4.5565  0.00
C  3.2852  -1.5013  2.2089  0.04
H  3.9228  -1.9302  2.9993  0.02
H  3.3352  -0.4067  2.3108  0.01
H  3.7220  -1.7773  1.2358  0.00
C  1.8126  -3.4595  0.2402  0.04
H  2.6468  -4.1169  0.5289  0.01
H  2.2503  -2.6923  -0.4253  0.01
H  1.0923  -4.0559  -0.3343  0.00
C  -1.5416  1.1505  -4.7246  0.21
C  -1.6755  -0.2213  -4.7105  0.23
C  -1.0811  -1.1204  -5.7451  0.06
C  0.4467  -0.9635  -5.9333  0.04
C  1.2176  -0.3341  -4.8095  0.15
C  1.4601  1.0163  -4.5286  0.05
C  0.8792  2.2587  -5.2686  0.07
C  -0.5852  1.9404  -5.7190  0.04
H  -1.5583  -0.9053  -6.7229  0.02
H  0.6725  -0.4675  -6.8838  0.01
H  -1.2984  -2.1852  -5.5331  0.00
H  -0.4880  1.3354  -6.6297  0.00
H  -2.3163  1.7735  -4.2148  0.03
H  -2.4712  -0.7284  -4.1403  0.01
H  -1.0953  2.8942  -5.9410  0.01
H  0.9672  3.2257  -4.6632  0.04
H  2.4038  1.2363  -3.9948  0.01
H  1.5323  2.5072  -6.1396  0.01
H  0.8464  -1.9909  -6.0832  0.00
H  1.9255  -1.0678  -4.4190  0.01
P  -0.4743  -1.8122  -1.0381  0.04
P  3.1663  -0.3584  -0.7109  0.01
C  0.6604  -0.6678  -2.0120  0.08
C  1.4730  0.4129  -1.3419  0.02
H  -0.0319  -0.4141  -2.8434  0.04
H  1.3714  -1.3870  -2.4624  0.00
H  1.9497  1.2278  -1.9773  0.01
H  0.9149  0.9308  -0.5176  0.00
C  3.9171  1.2225  -0.2499  0.00
H  4.6864  0.9787  0.4872  0.00
H  3.1798  1.9111  0.1729  0.00
H  4.3936  1.6764  -1.1132  0.00
C  3.9993  -0.7155  -2.3182  0.00
H  4.0998  0.1299  -2.9957  0.00
H  3.5219  -1.5476  -2.8450  0.00
H  4.9936  -1.0354  -1.9765  0.00
C  -2.1402  -1.0404  -1.2017  0.01
H  -2.8391  -1.5294  -0.5036  0.00
H  -2.5390  -1.2138  -2.2043  0.00
H  -2.1489  0.0396  -0.9568  0.00
C  -0.5331  -2.9243  -2.5067  0.01
H  0.4390  -3.4182  -2.6458  0.00
H  -0.7879  -2.3973  -3.4286  0.01
H  -1.2607  -3.6975  -2.3018  0.00
C  -2.3632  1.3207  5.7978  0.00
C  -1.2959  2.1625  5.1126  0.00
C  -1.6101  2.7116  3.6810  0.00
C  -2.7557  3.7368  3.7735  0.00
C  -4.1138  3.1115  4.0750  0.00
C  -0.3213  3.3953  3.1466  0.00
O  0.4676  3.9954  3.8647  0.00
N  -0.0695  3.2785  1.7698  0.00
C  -0.8114  2.6060  0.7943  0.00
O  -0.4369  2.6604  -0.4224  0.04
N  -1.8655  1.8981  1.2400  0.00
C  -1.9303  1.6283  2.5757  0.00
O  -2.2716  0.4989  2.9849  0.00
H  -3.1442  1.9315  6.2716  0.00
H  -1.8844  0.7272  6.5904  0.00
H  -2.8138  0.6367  5.0680  0.00
H  -1.0939  3.0374  5.7557  0.00
H  -0.3497  1.5907  5.0902  0.00
H  -2.4987  4.4412  4.5781  0.00
H  -2.7957  4.3017  2.8265  0.00
H  -4.3431  3.1472  5.1487  0.00
H  -4.8855  3.6835  3.5496  0.00
H  -4.1502  2.0632  3.7421  0.00
H  0.6463  3.8783  1.3917  0.00

Forces on atoms 1 to 2 (eV/Å):
-2.523 2.228 5.759
0.516 -0.078 -0.166

Properties
Spin multiplicity: 8
Charge: +1
⟨S²⟩: 15.797
Energy above the lowest of the compared OMol25 structures with the same formula, charge and spin (kJ/mol): 301.1


2.
A 4-piece molecular cluster, C22H61BrClN13O3P3 overall. Source: OMol25; level of theory: wB97M-V/def2-TZVPD.

Last column: Löwdin charge in e.
Cartesian coordinates (Å):
Cl  -0.8114  -3.3741  -4.6585  0.66
C  -0.3921  -1.5836  -4.3738  -0.39
N  0.8453  -1.1329  -3.5739  0.11
N  0.7414  0.2680  -3.6485  0.07
N  -0.3611  0.7538  -4.3846  0.09
N  -1.1101  -0.3123  -4.8577  -0.05
C  -2.3516  -0.3922  -5.7183  -0.13
C  -3.6523  0.4229  -5.1393  -0.24
C  -4.6731  -0.5789  -4.2760  -0.59
Br  -4.9190  0.1856  -2.4436  0.57
H  -0.6298  1.7614  -4.5790  0.22
H  -2.0938  0.0430  -6.7942  0.16
H  -2.6698  -1.5262  -5.9072  0.14
H  -4.2968  0.7513  -6.0891  0.14
H  -3.4031  1.4141  -4.5669  0.10
H  -4.3071  -1.7012  -4.2995  0.07
H  -5.7332  -0.5858  -4.8230  0.10
O  -6.8817  -3.8486  -4.6817  -0.33
P  -7.1856  -5.3508  -4.4625  0.76
N  -7.3762  -5.1231  -2.7934  -0.36
C  -6.5774  -5.6392  -1.7043  -0.13
C  -8.5126  -4.3282  -2.3419  -0.13
N  -5.5627  -5.8339  -4.7999  -0.32
C  -4.6941  -6.5915  -3.9051  -0.14
C  -4.7311  -4.9246  -5.5957  -0.15
N  -7.5350  -7.0779  -4.2106  -0.27
C  -7.6487  -7.7449  -5.5304  -0.14
C  -8.7632  -7.4510  -3.4818  -0.12
H  -6.3938  -6.7121  -1.8023  0.07
H  -7.0696  -5.5350  -0.7331  0.08
H  -5.6223  -5.1129  -1.6358  0.07
H  -9.4309  -4.9205  -2.3784  0.06
H  -8.6644  -3.4439  -2.9698  0.07
H  -8.3943  -3.9544  -1.3179  0.08
H  -4.2497  -5.9531  -3.1367  0.07
H  -3.8625  -7.0424  -4.4691  0.08
H  -5.1918  -7.4341  -3.4371  0.07
H  -4.3668  -4.0904  -4.9850  0.05
H  -5.2934  -4.5269  -6.4474  0.07
H  -3.8634  -5.4394  -6.0236  0.07
H  -8.5071  -7.3514  -6.0888  0.08
H  -7.7659  -8.8282  -5.4195  0.09
H  -6.7577  -7.5929  -6.1462  0.07
H  -9.6469  -6.9757  -3.9163  0.09
H  -8.7072  -7.2033  -2.4189  0.08
H  -8.9065  -8.5386  -3.5027  0.09
O  3.5590  3.9673  -0.6288  -0.31
P  4.3251  2.6296  -0.7733  0.75
N  3.1121  1.7843  0.0563  -0.35
C  3.1799  1.1086  1.3329  -0.11
C  1.8071  1.6666  -0.5840  -0.15
N  5.5637  3.1008  0.3334  -0.32
C  5.9405  2.3853  1.5480  -0.13
C  5.7707  4.5358  0.5558  -0.14
N  5.2058  1.0917  -0.9395  -0.27
C  6.3819  1.3015  -1.8184  -0.15
C  4.4972  -0.0696  -1.5125  -0.13
H  4.0511  0.4526  1.4045  0.07
H  2.3263  0.4470  1.5065  0.08
H  3.1987  1.8274  2.1556  0.06
H  1.8307  0.8961  -1.3593  0.02
H  1.5021  2.6049  -1.0594  0.06
H  1.0060  1.4107  0.1197  0.08
H  5.2506  2.5933  2.3702  0.05
H  6.9424  2.6980  1.8817  0.09
H  6.0254  1.3134  1.4045  0.07
H  5.0039  4.9439  1.2243  0.07
H  5.7492  5.0843  -0.3921  0.07
H  6.7528  4.7395  0.9976  0.08
H  6.0622  1.5666  -2.8338  0.08
H  7.0065  0.4032  -1.8678  0.08
H  7.0278  2.1063  -1.4560  0.08
H  4.0384  0.1758  -2.4742  0.07
H  3.7324  -0.4636  -0.8388  0.07
H  5.1903  -0.9073  -1.6605  0.09
O  4.5938  2.7106  5.2443  -0.31
P  4.4138  3.9772  6.1163  0.76
N  3.8383  3.0612  7.4216  -0.36
C  2.5272  3.0639  8.0315  -0.13
C  4.7712  2.1511  8.0762  -0.13
N  3.0819  4.5560  5.1825  -0.32
C  1.7492  4.8598  5.6934  -0.14
C  2.9521  4.0706  3.8043  -0.14
N  4.2069  5.4334  7.1188  -0.27
C  4.7786  6.5987  6.4012  -0.15
C  4.8262  5.4624  8.4584  -0.12
H  2.1775  4.0764  8.2484  0.06
H  2.5111  2.5570  9.0006  0.08
H  1.7983  2.5573  7.3944  0.08
H  5.4389  2.7038  8.7426  0.06
H  5.3948  1.6181  7.3508  0.07
H  4.2698  1.3770  8.6693  0.08
H  1.1499  3.9547  5.8229  0.07
H  1.2063  5.5068  4.9866  0.08
H  1.7643  5.4239  6.6198  0.06
H  2.5392  3.0555  3.7831  0.07
H  3.9228  4.0738  3.2970  0.05
H  2.2997  4.7176  3.2070  0.08
H  5.8623  6.4811  6.2765  0.08
H  4.5842  7.5320  6.9404  0.08
H  4.3441  6.7220  5.4052  0.07
H  5.8910  5.2182  8.4129  0.09
H  4.3314  4.7860  9.1597  0.07
H  4.7153  6.4558  8.9111  0.09

Forces on atoms 1 to 2 (eV/Å):
0.611 4.176 0.468
1.352 3.416 0.763

Properties
Charge: +1
E_tot (eV): -159726.925


Maximum force, respectively: 6.7, 8.9 eV/Å.